(1)
{
  "formula": "C2H9N2O",
  "method": "the ωB97M-V functional and the def2-TZVPD basis",
  "symbols": ["C", "N", "C", "N", "H", "H", "H", "H", "H", "H", "H", "H", "H", "O"],
  "xyz": [[-1.45, 0.89, -0.50], [-0.98, -0.45, -0.17], [-0.13, -0.64, 0.80], [0.35, -1.80, 1.21], [-1.92, 0.87, -1.48], [-2.22, 1.20, 0.21], [-0.65, 1.61, -0.47], [-1.65, -1.19, -0.35], [0.37, 0.26, 1.13], [0.34, -2.55, 0.53], [1.19, -1.80, 1.77], [2.44, 0.60, -1.34], [2.34, 1.95, -0.70], [1.98, 1.06, -0.63]],
  "spin_multiplicity": 1,
  "charge": 1,
  "relative_energy_kj_mol": 90.82,
  "e_homo_ev": -15.40,
  "e_tot_ha": -266.11708,
  "molar_mass_g_mol": 77.107
}

=====

(2)
{
  "formula": "C2H9N3O",
  "method": "the ωB97M-V functional and the def2-TZVPD basis",
  "symbols": ["H", "N", "C", "N", "H", "H", "H", "N", "C", "O", "H", "H", "H", "H", "H"],
  "xyz": [[-0.74, 0.12, -2.82], [-0.60, 0.22, -1.85], [0.60, 0.68, -1.62], [1.06, 1.16, -0.41], [1.35, 0.49, -2.45], [0.38, 1.87, -0.10], [1.09, 0.54, 0.49], [0.80, -0.98, 1.24], [-0.67, -0.96, 1.50], [-1.19, 0.19, 0.82], [1.10, -1.66, 0.56], [1.24, -1.33, 2.07], [-1.04, -0.63, 2.42], [-1.08, -1.97, 1.30], [-1.22, -0.06, -0.15]],
  "smiles": "[H]/N=C/N.NCO",
  "spin_multiplicity": 1,
  "relative_energy_kj_mol": 241.10,
  "e_homo_ev": -8.99,
  "e_tot_ha": -321.03991,
  "molar_mass_g_mol": 91.114
}

=====

(3)
{
  "formula": "C2H9N3O",
  "method": "the ωB97M-V functional and the def2-TZVPD basis",
  "symbols": ["H", "N", "C", "N", "N", "C", "H", "H", "H", "H", "H", "H", "O", "H", "H"],
  "xyz": [[-2.69, -0.32, 0.11], [-2.65, 0.64, 0.39], [-1.39, 1.00, 0.35], [-0.88, 2.43, 0.25], [-0.38, 0.06, 0.47], [0.56, 0.10, -0.68], [-0.45, 2.33, -0.72], [-1.85, 2.82, 0.14], [-0.81, -0.82, 0.60], [1.28, -0.80, -0.78], [1.22, 0.98, -0.68], [0.11, 0.18, -1.74], [2.71, -2.47, 0.65], [3.17, -3.35, 0.42], [2.06, -2.78, 1.23]],
  "smiles": "[H]/N=C(/N)NC.O",
  "spin_multiplicity": 1,
  "relative_energy_kj_mol": 192.93,
  "e_homo_ev": -9.43,
  "e_tot_ha": -321.05825,
  "molar_mass_g_mol": 91.114
}

=====

(4)
{
  "formula": "C2H9N3O",
  "method": "the ωB97M-V functional and the def2-TZVPD basis",
  "symbols": ["C", "C", "N", "N", "N", "O", "H", "H", "H", "H", "H", "H", "H", "H", "H"],
  "xyz": [[-1.84, 0.32, -0.54], [0.49, 0.97, -0.10], [1.05, -1.27, -0.46], [0.67, -0.53, 1.77], [1.03, -0.14, 0.45], [0.99, 1.33, -1.31], [-1.79, 0.45, -1.66], [-2.57, 1.08, -0.22], [-2.09, -0.67, -0.17], [0.53, 1.89, 0.62], [1.25, -2.01, 0.18], [0.37, -1.53, -1.05], [-0.31, -0.72, 1.84], [0.79, 0.33, 2.29], [1.44, 0.50, -1.64]],
  "spin_multiplicity": 1,
  "relative_energy_kj_mol": 591.49,
  "e_homo_ev": -7.41,
  "e_tot_ha": -320.90645,
  "molar_mass_g_mol": 91.114
}

=====

(5)
{
  "formula": "C2H9N3O",
  "method": "the ωB97M-V functional and the def2-TZVPD basis",
  "symbols": ["C", "C", "N", "N", "N", "O", "H", "H", "H", "H", "H", "H", "H", "H", "H"],
  "xyz": [[0.40, 0.21, 0.42], [-0.79, -0.16, -1.78], [0.05, 1.25, 1.33], [1.63, -0.40, 0.88], [-0.65, -0.83, 0.37], [0.48, 0.70, -0.84], [-0.33, 0.98, 2.23], [-0.45, 2.02, 0.90], [2.15, -0.81, 0.12], [2.22, 0.25, 1.38], [-0.31, -1.78, 0.29], [-1.51, -0.76, 0.92], [-0.02, -0.46, -2.50], [-1.53, -0.95, -1.71], [-1.35, 0.73, -2.01]],
  "spin_multiplicity": 1,
  "relative_energy_kj_mol": 335.11,
  "e_homo_ev": -8.41,
  "e_tot_ha": -321.00410,
  "molar_mass_g_mol": 91.114
}

=====

(6)
{
  "formula": "C2H9N3O",
  "method": "the ωB97M-V functional and the def2-TZVPD basis",
  "symbols": ["C", "C", "N", "O", "H", "H", "H", "H", "H", "N", "N", "H", "H", "H", "H"],
  "xyz": [[-1.68, -0.91, -0.06], [-1.15, 0.17, 0.85], [-0.85, 1.39, 0.46], [-0.63, 1.43, -0.92], [-2.18, -0.49, -0.94], [-2.40, -1.53, 0.48], [-0.85, -1.53, -0.40], [-1.38, 0.05, 1.92], [-0.45, 2.37, -1.08], [1.94, 0.04, 0.63], [2.32, -0.40, -0.67], [2.33, 0.96, 0.84], [0.86, 0.06, 0.94], [1.59, -0.22, -1.36], [2.54, -1.40, -0.67]],
  "smiles": "C/C=N\\O.NN",
  "spin_multiplicity": 1,
  "relative_energy_kj_mol": 398.46,
  "e_homo_ev": -8.85,
  "e_tot_ha": -320.97997,
  "molar_mass_g_mol": 91.114
}

=====

(7)
{
  "formula": "C2H9N4",
  "method": "the ωB97M-V functional and the def2-TZVPD basis",
  "symbols": ["C", "C", "N", "N", "N", "N", "H", "H", "H", "H", "H", "H", "H", "H", "H"],
  "xyz": [[-0.26, 0.19, 0.08], [0.22, 1.02, 1.26], [-0.83, 0.79, -0.89], [-0.05, 2.32, 1.19], [0.92, 0.37, 2.20], [-0.18, -2.29, -2.35], [-0.16, -0.87, 0.12], [-1.13, 0.22, -1.64], [0.24, 2.98, 1.97], [-0.45, 2.80, 0.37], [1.03, -0.63, 2.27], [1.08, 0.96, 3.10], [-1.06, -2.78, -2.33], [0.58, -2.88, -2.04], [0.05, -2.20, -3.31]],
  "spin_multiplicity": 1,
  "charge": 1,
  "relative_energy_kj_mol": 93.49,
  "e_homo_ev": -13.66,
  "e_tot_ha": -300.38372,
  "molar_mass_g_mol": 89.122
}

=====

(8)
{
  "formula": "C2H9N4",
  "method": "the ωB97M-V functional and the def2-TZVPD basis",
  "symbols": ["C", "C", "N", "N", "N", "N", "H", "H", "H", "H", "H", "H", "H", "H", "H"],
  "xyz": [[1.28, -0.15, -0.06], [-2.54, 0.08, 0.45], [2.54, -0.41, 0.16], [0.78, 1.10, 0.21], [-1.84, 0.84, -0.25], [0.45, -1.10, -0.48], [-3.70, -0.14, 0.45], [-1.96, -0.80, 0.98], [3.25, 0.29, 0.17], [2.78, -1.42, 0.04], [1.25, 1.79, 0.82], [-0.12, 1.32, -0.10], [-2.32, 1.33, -0.96], [-0.51, -0.82, -0.30], [0.67, -1.92, -1.12]],
  "spin_multiplicity": 1,
  "charge": 1,
  "relative_energy_kj_mol": 105.66,
  "e_homo_ev": -14.36,
  "e_tot_ha": -300.37909,
  "molar_mass_g_mol": 89.122
}

=====

(9)
{
  "formula": "C2H9N4",
  "method": "the ωB97M-V functional and the def2-TZVPD basis",
  "symbols": ["C", "C", "N", "N", "N", "N", "H", "H", "H", "H", "H", "H", "H", "H", "H"],
  "xyz": [[-1.04, 0.94, -1.47], [0.37, -0.63, -0.39], [-0.12, -1.79, 1.90], [-0.56, -0.62, 1.25], [0.06, 0.71, -0.87], [0.87, 1.73, -0.41], [-1.28, 1.98, -1.72], [-0.85, -2.54, 1.91], [-1.73, 0.22, -1.91], [1.36, -0.90, 0.10], [-0.14, -1.38, -0.97], [0.83, -2.08, 1.82], [0.61, 2.62, -0.79], [1.83, 1.49, -0.08], [-0.23, 0.26, 1.65]],
  "spin_multiplicity": 1,
  "charge": 1,
  "relative_energy_kj_mol": 544.45,
  "e_homo_ev": [-13.10, -13.10],
  "e_tot_ha": -300.21196,
  "molar_mass_g_mol": 89.122
}

=====

(10)
{
  "formula": "C2H9N4",
  "method": "the ωB97M-V functional and the def2-TZVPD basis",
  "symbols": ["C", "C", "N", "N", "N", "N", "H", "H", "H", "H", "H", "H", "H", "H", "H"],
  "xyz": [[0.56, -0.06, -0.29], [-0.95, -0.07, -0.01], [1.09, -1.13, 0.48], [-1.51, -1.21, -0.36], [-1.37, 1.02, 0.40], [1.11, 1.26, 0.02], [0.68, -0.52, -1.28], [0.85, -1.03, 1.46], [2.10, -1.31, 0.32], [-2.39, -1.39, -0.03], [-0.81, -1.87, -0.63], [-0.49, 1.69, 0.64], [-2.38, 1.29, 0.49], [2.09, 1.28, 0.26], [1.44, 2.07, -1.46]],
  "spin_multiplicity": 1,
  "charge": 1,
  "relative_energy_kj_mol": 381.52,
  "e_homo_ev": -14.22,
  "e_tot_ha": -300.27402,
  "molar_mass_g_mol": 89.122
}

=====

(11)
{
  "formula": "C2H9N4",
  "method": "the ωB97M-V functional and the def2-TZVPD basis",
  "symbols": ["C", "C", "N", "N", "N", "N", "H", "H", "H", "H", "H", "H", "H", "H", "H"],
  "xyz": [[1.70, 0.06, -0.03], [-2.39, -0.94, 0.47], [0.62, 0.73, -0.12], [1.61, -1.26, 0.07], [-1.78, -0.28, -0.40], [0.58, 2.11, -0.02], [2.76, 0.40, -0.09], [-3.28, -1.44, 0.32], [-1.64, -1.11, 1.31], [-0.39, 0.28, -0.20], [2.45, -1.79, 0.29], [0.67, -1.61, 0.45], [-2.12, -0.26, -1.44], [-0.23, 2.58, -0.56], [1.42, 2.54, -0.05]],
  "spin_multiplicity": 1,
  "charge": 1,
  "relative_energy_kj_mol": 305.76,
  "e_homo_ev": -12.91,
  "e_tot_ha": -300.30287,
  "molar_mass_g_mol": 89.122
}

=====

(12)
{
  "formula": "C2H9N4O",
  "method": "the ωB97M-V functional and the def2-TZVPD basis",
  "symbols": ["C", "C", "N", "N", "N", "N", "O", "H", "H", "H", "H", "H", "H", "H", "H", "H"],
  "xyz": [[1.31, 0.49, 0.03], [-0.80, -0.79, -0.68], [1.83, -0.70, 0.35], [1.51, 1.71, 0.03], [-1.44, -1.13, 1.43], [0.16, 0.16, -0.71], [-1.94, -0.53, -1.12], [-0.66, -1.86, -0.44], [2.58, -0.85, 1.06], [1.58, -1.54, -0.19], [2.38, 2.18, 0.35], [-0.83, -1.42, 2.37], [-2.14, -1.83, 1.41], [-2.00, -0.25, 1.49], [-0.21, 1.14, -1.06], [-2.25, 0.38, -1.30]],
  "spin_multiplicity": 1,
  "charge": 1,
  "relative_energy_kj_mol": 351.78,
  "e_homo_ev": -13.86,
  "e_tot_ha": -375.56354,
  "molar_mass_g_mol": 105.121
}

=====

(13)
{
  "formula": "C2H9N4O",
  "method": "the ωB97M-V functional and the def2-TZVPD basis",
  "symbols": ["C", "C", "N", "N", "N", "N", "O", "H", "H", "H", "H", "H", "H", "H", "H", "H"],
  "xyz": [[-1.24, -2.67, 0.33], [0.21, 1.68, -0.64], [0.81, 0.07, 0.94], [-1.24, -1.39, 0.44], [1.09, 1.14, 0.15], [0.43, 2.89, -1.20], [-0.07, -3.32, 0.23], [-2.07, -3.48, 0.25], [-0.73, 1.22, -0.72], [1.44, -0.68, 1.00], [-0.06, -0.37, 0.71], [-2.07, -0.95, 0.61], [2.06, 1.59, 0.19], [0.56, -2.62, 0.44], [-0.31, 3.35, -1.65], [1.19, 3.53, -1.07]],
  "spin_multiplicity": 1,
  "charge": 1,
  "relative_energy_kj_mol": 354.26,
  "e_homo_ev": -13.30,
  "e_tot_ha": -375.56259,
  "molar_mass_g_mol": 105.121
}

=====

(14)
{
  "formula": "C2H9N4P",
  "method": "the ωB97M-V functional and the def2-TZVPD basis",
  "symbols": ["C", "C", "N", "N", "N", "N", "P", "H", "H", "H", "H", "H", "H", "H", "H", "H"],
  "xyz": [[-2.31, 1.03, 0.09], [1.68, 1.52, 0.00], [-1.90, 0.28, -0.80], [1.01, 0.43, 0.52], [-0.16, -1.60, 1.18], [0.58, -1.83, -1.32], [0.09, -0.66, -0.17], [-3.20, 1.64, 0.16], [-1.64, 1.17, 1.05], [1.53, 2.34, 0.69], [1.55, 1.81, -1.08], [2.73, 1.39, -0.06], [0.35, -1.23, 2.00], [-0.99, -2.05, 1.42], [-0.15, -2.65, -1.43], [0.83, -1.61, -2.25]],
  "spin_multiplicity": 1,
  "relative_energy_kj_mol": 235.53,
  "e_homo_ev": -7.93,
  "e_tot_ha": -641.89104,
  "molar_mass_g_mol": 120.096
}

=====

(15)
{
  "formula": "C2H9N5",
  "method": "the ωB97M-V functional and the def2-TZVPD basis",
  "symbols": ["H", "N", "C", "N", "H", "H", "H", "N", "C", "N", "N", "H", "H", "H", "H", "H"],
  "xyz": [[3.67, 0.85, 2.08], [2.79, 0.80, 1.57], [3.00, 0.98, 0.33], [1.97, 1.04, -0.57], [3.99, 1.09, -0.12], [1.09, 0.61, -0.30], [2.20, 0.97, -1.54], [-0.71, -0.12, 0.25], [-1.79, -0.65, -0.16], [-2.52, -1.63, 0.51], [-2.29, -0.32, -1.40], [-0.38, -0.52, 1.12], [-2.48, -1.49, 1.51], [-3.47, -1.68, 0.18], [-3.28, -0.34, -1.58], [-1.80, 0.42, -1.88]],
  "smiles": "[H]/N=C/N.N=C(N)N",
  "spin_multiplicity": 1,
  "relative_energy_kj_mol": 3.92,
  "e_homo_ev": -8.64,
  "e_tot_ha": -355.39737,
  "molar_mass_g_mol": 103.129
}

=====

(16)
{
  "formula": "C2H9N5",
  "method": "the ωB97M-V functional and the def2-TZVPD basis",
  "symbols": ["N", "C", "N", "N", "N", "C", "N", "H", "H", "H", "H", "H", "H", "H", "H", "H"],
  "xyz": [[2.34, -0.96, 0.07], [1.35, -0.10, -0.01], [1.43, 1.09, -0.60], [0.02, -0.55, 0.67], [-0.98, 0.47, 0.72], [-2.16, 0.41, 0.10], [-2.39, -0.61, -0.72], [2.45, -1.49, 0.92], [3.10, -0.89, -0.53], [2.31, 1.12, -1.08], [0.73, 1.79, -0.73], [0.18, -0.94, 1.53], [-0.77, 1.34, 1.42], [-2.88, 1.05, 0.49], [-3.20, -0.71, -1.21], [-1.53, -1.01, -1.04]],
  "smiles": "NC(=[NH2+])NNC=[NH2+]",
  "spin_multiplicity": 1,
  "charge": 2,
  "relative_energy_kj_mol": 115.86,
  "e_homo_ev": -20.06,
  "e_tot_ha": -354.71727,
  "molar_mass_g_mol": 103.129
}

=====

(17)
{
  "formula": "C2H9N6",
  "method": "the ωB97M-V functional and the def2-TZVPD basis",
  "symbols": ["C", "C", "N", "N", "N", "N", "N", "N", "H", "H", "H", "H", "H", "H", "H", "H", "H"],
  "xyz": [[0.70, -0.75, 0.97], [0.46, 0.80, 0.62], [-0.15, -1.44, 0.37], [-0.59, 0.94, -0.29], [1.67, -1.17, 1.77], [-0.17, 0.91, -1.71], [-2.19, -1.26, -0.40], [-0.93, -0.92, -0.51], [0.30, 1.34, 1.60], [1.53, 1.25, 0.39], [2.21, -0.49, 2.26], [1.97, -2.04, 1.93], [0.63, 1.47, -2.14], [-1.00, 1.37, -2.26], [-2.62, -1.27, -1.31], [-2.71, -1.29, 0.37], [-0.11, -0.12, -1.97]],
  "spin_multiplicity": 1,
  "charge": 1,
  "relative_energy_kj_mol": 277.48,
  "e_homo_ev": -12.73,
  "e_tot_ha": -409.72639,
  "molar_mass_g_mol": 117.136
}

=====

(18)
{
  "formula": "C2H9NO",
  "method": "the ωB97M-V functional and the def2-TZVPD basis",
  "symbols": ["N", "H", "H", "H", "H", "C", "O", "C", "H", "H", "H", "H", "H"],
  "xyz": [[1.35, -2.93, -0.78], [1.88, -2.66, -1.61], [1.68, 4.58, -2.17], [0.32, -2.71, -0.98], [1.22, -3.91, -0.77], [-1.24, 0.49, 1.80], [-2.22, 0.37, 0.78], [-0.85, 0.66, 0.42], [-1.15, 1.14, 2.68], [-1.10, -0.42, 2.40], [-0.72, 1.62, -0.10], [-0.30, -0.28, 0.18], [1.13, 4.02, -1.84]],
  "spin_multiplicity": 1,
  "relative_energy_kj_mol": 333.59,
  "e_homo_ev": -10.25,
  "e_tot_ha": -211.45802,
  "molar_mass_g_mol": 63.100
}

=====

(19)
{
  "formula": "C2H9NO",
  "method": "the ωB97M-V functional and the def2-TZVPD basis",
  "symbols": ["C", "O", "C", "H", "H", "H", "H", "H", "H", "N", "H", "H", "H"],
  "xyz": [[-0.13, -1.57, 0.15], [0.09, -0.25, -0.32], [1.09, -0.08, -1.27], [-0.86, -1.50, 0.94], [0.82, -1.99, 0.51], [-0.49, -2.21, -0.66], [1.25, 0.99, -1.37], [0.83, -0.53, -2.24], [2.05, -0.52, -0.94], [-1.32, 1.86, 1.47], [-1.82, 2.06, 0.62], [-0.80, 2.68, 1.76], [-0.72, 1.05, 1.34]],
  "smiles": "COC.N",
  "spin_multiplicity": 1,
  "relative_energy_kj_mol": 69.61,
  "e_homo_ev": -9.41,
  "e_tot_ha": -211.55856,
  "molar_mass_g_mol": 63.100
}

=====

(20)
{
  "formula": "C2H9NO2",
  "method": "the ωB97M-V functional and the def2-TZVPD basis",
  "symbols": ["C", "N", "O", "H", "H", "H", "H", "H", "C", "O", "H", "H", "H", "H"],
  "xyz": [[-0.55, 0.91, -1.75], [1.19, -1.17, -0.26], [0.03, 0.95, -0.49], [0.44, -1.42, -0.90], [1.59, -0.31, -0.65], [0.12, 0.42, -2.47], [-0.68, 1.93, -2.12], [-1.52, 0.40, -1.77], [-0.01, -0.46, 2.05], [-1.09, 0.15, 1.58], [-0.78, 0.64, 0.61], [0.79, 0.21, 2.40], [-0.21, -1.27, 2.75], [0.67, -0.96, 1.00]],
  "spin_multiplicity": 1,
  "relative_energy_kj_mol": 517.49,
  "e_homo_ev": [-9.61, -8.51],
  "e_tot_ha": -286.62128,
  "molar_mass_g_mol": 79.099
}